The following is a DFT calculation (the ωB97M-V functional and the def2-TZVPD basis) of a 3-piece molecular cluster, C19H36I2N3O12P overall in a non-equilibrium geometry.

Results
ΔE to the lowest compared entry with this formula, charge and spin	0.0	kcal per mole
SMILES string	[H]/N=C/C[C@@](CC(=O)I)(ON=O)O[C@@](I)(COCP(=O)(O)O)NCCC.CCOC(C)=O.CCOC(C)=O
E_HOMO	-9.0	eV

```
! wB97M-V def2-TZVPD RIJCOSX def2/J DEFGRID3
* xyz 0 1
H 4.559 3.369 0.693
N 3.921 3.031 -0.028
C 4.512 2.165 -0.706
C 3.902 1.431 -1.870
C 3.842 -0.140 -1.753
C 4.618 -0.632 -3.028
C 4.688 -2.151 -3.117
O 5.389 -2.825 -2.519
I 3.346 -3.111 -4.546
O 4.511 -0.682 -0.613
N 5.908 -0.604 -0.672
O 6.371 -1.248 0.178
O 2.563 -0.620 -1.991
C 1.524 -0.600 -1.046
I 1.681 0.440 0.841
C 0.254 -0.006 -1.812
O -0.485 0.946 -1.077
C -1.728 0.466 -0.611
P -2.998 0.154 -1.926
O -4.167 0.989 -1.761
O -3.502 -1.392 -1.712
O -2.379 0.224 -3.404
N 1.145 -1.984 -0.768
C 2.228 -2.806 -0.251
C 1.643 -4.089 0.382
C 2.662 -4.787 1.312
H 5.551 1.916 -0.448
H 4.355 1.730 -2.816
H 2.860 1.766 -1.941
H 5.567 -0.120 -3.173
H 3.978 -0.310 -3.855
H 0.631 0.510 -2.701
H -0.343 -0.848 -2.167
H -2.154 1.263 0.003
H -1.622 -0.394 0.070
H -2.922 -1.832 -1.070
H -2.596 -0.570 -3.914
H 0.351 -1.985 -0.137
H 2.908 -3.121 -1.049
H 2.838 -2.331 0.531
H 1.259 -4.744 -0.402
H 0.797 -3.755 0.998
H 3.677 -4.551 0.987
H 2.511 -4.478 2.346
H 2.474 -5.862 1.273
C -7.310 -3.421 1.813
C -6.371 -3.270 2.991
O -5.013 -3.121 2.564
C -4.459 -1.939 2.245
C -5.350 -0.745 2.013
O -3.268 -1.875 2.073
H -7.310 -2.531 1.183
H -8.330 -3.599 2.157
H -7.000 -4.257 1.186
H -6.664 -2.454 3.654
H -6.393 -4.178 3.592
H -5.629 -0.718 0.959
H -4.784 0.153 2.253
H -6.242 -0.723 2.634
C 1.629 5.931 1.038
C 0.878 4.661 0.698
O 0.148 4.170 1.830
C -1.097 4.564 2.153
C -1.664 5.804 1.505
O -1.703 3.968 3.002
H 0.950 6.740 1.311
H 2.232 6.257 0.190
H 2.286 5.763 1.893
H 0.225 4.783 -0.168
H 1.591 3.879 0.439
H -1.405 6.673 2.109
H -2.747 5.706 1.472
H -1.332 5.956 0.480
*
```



The following is a DFT calculation (the ωB97M-V functional and the def2-TZVPD basis) of C19H36IrSbSe3 as an isolated structure.

Results
expectation value of S²	6.03
E_HOMO (alpha / beta)	-13.5 / -14.6	eV

```
! wB97M-V def2-TZVPD RIJCOSX def2/J DEFGRID3
* xyz 2 5
Ir 0.045 0.403 -0.380
C 0.670 -2.982 0.788
Se 0.563 -2.074 -0.921
C -1.242 -2.638 -1.388
C -2.352 -2.043 -0.552
Se -2.414 -0.091 -0.639
C -3.212 0.220 1.100
H 0.576 -4.050 0.607
H -0.102 -2.632 1.466
H 1.655 -2.765 1.192
H -1.244 -3.718 -1.273
H -1.350 -2.418 -2.447
H -2.278 -2.313 0.499
H -3.317 -2.375 -0.927
H -2.571 -0.180 1.879
H -4.184 -0.266 1.101
H -3.334 1.294 1.210
C 0.680 3.098 4.309
C -0.113 2.185 3.363
Sb 1.117 1.134 1.973
C 2.777 2.425 1.658
C 2.415 3.757 0.998
C 1.986 -0.453 3.088
C 2.474 -0.021 4.479
H -0.005 3.554 5.026
H 1.178 3.909 3.781
H 1.432 2.556 4.881
H -0.837 2.744 2.770
H -0.660 1.414 3.909
H 3.484 1.853 1.057
H 3.219 2.562 2.646
H 1.955 3.622 0.018
H 3.317 4.356 0.855
H 1.728 4.346 1.604
H 2.805 -0.818 2.464
H 1.241 -1.245 3.155
H 3.192 0.801 4.435
H 2.976 -0.858 4.968
H 1.648 0.282 5.125
C 0.838 3.418 -7.635
C 1.017 2.949 -6.224
C 2.090 3.399 -5.444
C 2.282 2.980 -4.149
C 3.451 3.511 -3.359
C 1.330 2.057 -3.604
Se 1.685 1.552 -1.863
C 0.225 1.579 -4.384
C -0.793 0.579 -3.913
C 0.107 2.042 -5.670
H 1.593 4.147 -7.919
H -0.150 3.867 -7.764
H 0.894 2.571 -8.324
H 2.794 4.103 -5.875
H 4.067 4.150 -3.989
H 4.082 2.706 -2.980
H 3.118 4.102 -2.503
H -0.731 0.407 -2.848
H -0.647 -0.378 -4.424
H -1.804 0.924 -4.141
H -0.719 1.689 -6.281
*
```



The following is a DFT calculation (the ωB97M-V functional and the def2-TZVPD basis) of one molecule with the formula C19H36N4O3S in a non-equilibrium geometry.

Results
ΔE to the lowest compared entry with this formula, charge and spin	0.0	kcal per mole
SMILES string	C[C@@H]1CCCCN1CCNC(=O)C1CCN(S(=O)(=O)N2CCCCC2)CC1
E_HOMO	-8.1	eV

```
! wB97M-V def2-TZVPD RIJCOSX def2/J DEFGRID3
* xyz 0 1
C 2.461 -4.427 4.363
C 2.635 -3.087 3.646
C 3.700 -2.203 4.323
C 3.201 -1.599 5.633
C 1.886 -0.866 5.391
C 0.884 -1.837 4.757
N 1.346 -2.416 3.511
C 1.266 -1.535 2.363
C 0.889 -2.340 1.107
N 0.773 -1.490 -0.053
C 1.767 -1.361 -0.954
O 2.793 -2.011 -0.914
C 1.491 -0.332 -2.051
C 1.398 1.074 -1.443
C 1.010 2.092 -2.513
N -0.237 1.722 -3.158
S -1.578 1.939 -2.183
O -1.811 0.838 -1.289
O -1.444 3.234 -1.586
N -2.740 1.874 -3.369
C -2.748 3.034 -4.240
C -3.517 4.211 -3.641
C -4.925 3.770 -3.249
C -4.839 2.589 -2.286
C -4.059 1.450 -2.940
C -0.167 0.424 -3.798
C 0.218 -0.692 -2.827
H 2.244 -4.296 5.419
H 1.641 -4.975 3.908
H 3.370 -5.015 4.272
H 2.981 -3.308 2.631
H 4.599 -2.797 4.497
H 3.968 -1.392 3.642
H 3.046 -2.386 6.374
H 3.952 -0.913 6.033
H 1.483 -0.478 6.329
H 2.052 -0.022 4.717
H -0.069 -1.335 4.570
H 0.692 -2.658 5.453
H 2.205 -0.998 2.160
H 0.486 -0.790 2.540
H -0.056 -2.859 1.281
H 1.665 -3.074 0.885
H -0.027 -0.877 -0.103
H 2.346 -0.359 -2.736
H 0.631 1.103 -0.666
H 2.356 1.347 -0.997
H 1.779 2.159 -3.288
H 0.855 3.077 -2.071
H -1.704 3.297 -4.411
H -3.200 2.727 -5.189
H -3.556 5.025 -4.366
H -2.983 4.555 -2.755
H -5.460 4.599 -2.782
H -5.479 3.471 -4.143
H -5.836 2.240 -2.010
H -4.311 2.894 -1.380
H -3.909 0.626 -2.241
H -4.591 1.080 -3.823
H 0.566 0.501 -4.607
H -1.152 0.233 -4.228
H -0.613 -0.838 -2.138
H 0.376 -1.620 -3.379
*
```



The following is a DFT calculation (the ωB97M-V functional and the def2-TZVPD basis) of an isolated ion of composition C19H36NO2 and charge +1 in a non-equilibrium geometry.

Results
ΔE to the lowest compared entry with this formula, charge and spin	2.9	kcal per mole
SMILES string	C[N+]1(CC(=O)OC2CCCCCCCCCCC2)CCCC1
E_HOMO	-12.9	eV

```
! wB97M-V def2-TZVPD RIJCOSX def2/J DEFGRID3
* xyz 1 1
C -5.303 -0.603 0.835
N -3.956 -0.258 0.344
C -3.129 -1.489 0.350
C -1.737 -1.283 -0.306
O -1.603 -1.258 -1.498
O -0.826 -1.150 0.624
C 0.590 -1.007 0.291
C 0.863 0.261 -0.512
C 0.762 1.541 0.317
C 1.419 2.742 -0.370
C 2.898 2.599 -0.749
C 3.882 2.376 0.408
C 4.071 0.930 0.882
C 4.722 0.017 -0.157
C 4.829 -1.445 0.293
C 3.495 -2.141 0.590
C 2.607 -2.310 -0.649
C 1.099 -2.293 -0.371
C -4.053 0.346 -1.032
C -3.289 1.664 -0.972
C -3.506 2.105 0.472
C -3.341 0.792 1.224
H -5.238 -1.083 1.811
H -5.791 -1.286 0.143
H -5.904 0.300 0.926
H -3.645 -2.265 -0.221
H -2.987 -1.821 1.379
H 1.028 -0.909 1.289
H 1.882 0.179 -0.876
H 0.208 0.305 -1.382
H -0.287 1.789 0.510
H 1.234 1.388 1.289
H 1.315 3.604 0.293
H 0.865 2.967 -1.286
H 3.019 1.818 -1.500
H 3.174 3.536 -1.238
H 4.858 2.751 0.094
H 3.562 2.983 1.258
H 3.114 0.515 1.186
H 4.711 0.950 1.768
H 4.175 0.068 -1.100
H 5.730 0.382 -0.362
H 5.439 -1.485 1.198
H 5.354 -2.007 -0.482
H 2.975 -1.579 1.363
H 3.711 -3.124 1.012
H 2.841 -1.540 -1.382
H 2.837 -3.265 -1.125
H 0.576 -2.430 -1.319
H 0.842 -3.129 0.284
H -5.103 0.528 -1.259
H -3.642 -0.336 -1.775
H -2.229 1.507 -1.171
H -3.669 2.381 -1.695
H -2.787 2.851 0.799
H -4.508 2.515 0.604
H -3.818 0.787 2.203
H -2.282 0.566 1.352
*
```



The following is a DFT calculation (the ωB97M-V functional and the def2-TZVPD basis) of C19H36NO2P3Pb as an isolated structure in a non-equilibrium geometry.

Results
E_HOMO (alpha / beta)	-17.5 / -17.4	eV

```
! wB97M-V def2-TZVPD RIJCOSX def2/J DEFGRID3
* xyz 4 1
P -0.768 2.803 2.987
C 0.389 3.068 4.380
H 0.104 3.984 4.913
H 1.405 3.155 3.981
H 0.325 2.201 5.049
C -0.699 4.473 2.214
H -1.343 4.489 1.323
H 0.336 4.669 1.891
H -1.016 5.245 2.928
C -2.353 2.847 3.908
H -2.442 3.769 4.506
H -2.369 1.970 4.579
H -3.200 2.764 3.207
P -1.316 -3.901 0.794
C -0.795 -5.336 1.835
H -1.418 -6.235 1.740
H -0.800 -5.009 2.878
H 0.235 -5.593 1.571
C -3.099 -3.821 1.276
H -3.598 -3.100 0.616
H -3.133 -3.418 2.300
H -3.636 -4.780 1.261
C -1.398 -4.752 -0.842
H -1.960 -5.698 -0.859
H -0.358 -4.949 -1.146
H -1.836 -4.053 -1.569
P 3.412 -0.114 -2.474
C 5.224 -0.268 -2.290
H 5.699 0.411 -2.997
H 5.518 -1.301 -2.504
H 5.506 -0.019 -1.263
C 3.173 -0.501 -4.234
H 3.953 -0.040 -4.854
H 2.182 -0.175 -4.577
H 3.233 -1.593 -4.356
C 3.118 1.683 -2.352
H 3.877 2.234 -2.932
H 3.153 2.001 -1.292
H 2.105 1.934 -2.736
Pb -1.339 0.709 -1.148
C -0.778 -0.636 1.354
O -0.183 -0.918 2.287
C 1.490 -0.897 -1.118
O 1.302 -1.755 -0.385
C -2.234 0.378 -3.478
C -1.771 1.712 -3.349
C -2.362 2.581 -2.389
C -3.403 2.092 -1.556
C -3.852 0.760 -1.686
C -3.243 -0.099 -2.617
H -1.834 -0.278 -4.260
H -1.004 2.088 -4.028
H -2.038 3.622 -2.318
H -3.913 2.769 -0.863
H -4.709 0.415 -1.096
H -3.612 -1.119 -2.728
C 3.289 -0.346 2.377
C 2.428 0.415 1.502
N 1.821 1.126 0.824
H 3.553 -1.307 1.906
H 2.762 -0.565 3.320
H 4.220 0.212 2.593
*
```



The following is a DFT calculation (the ωB97M-V functional and the def2-TZVPD basis) of C19H37BeBr2Cl3CsIN5O7S as an isolated structure in a non-equilibrium geometry.

Results
ΔE to the lowest compared entry with this formula, charge and spin	0.0	kcal per mole
E_HOMO	-3.6	eV

```
! wB97M-V def2-TZVPD RIJCOSX def2/J DEFGRID3
* xyz -1 1
C 1.298 -3.968 0.269
C 1.274 -2.377 0.432
C 1.336 -1.567 -0.972
I 3.387 -1.218 -1.715
C 0.489 -0.276 -0.956
C 0.586 0.878 0.111
C 1.641 0.857 1.314
C 2.544 2.228 1.400
N 3.984 1.940 1.740
C -0.291 1.934 -0.016
Cl -0.281 3.263 1.173
C -1.295 2.019 -1.128
N -2.208 2.976 -1.416
S -2.980 2.461 -2.764
N -2.247 1.050 -3.107
C -1.334 0.931 -2.134
C -0.404 -0.191 -1.990
N -0.464 -1.219 -3.004
H 0.341 -4.313 -0.163
H 2.186 -4.363 -0.253
H 1.359 -4.381 1.303
H 2.190 -2.108 1.039
H 0.421 -2.059 1.063
H 0.897 -2.262 -1.718
H 2.378 0.059 1.062
H 1.176 0.594 2.283
H 2.452 2.809 0.466
H 2.175 2.899 2.193
H 4.029 1.590 2.701
H 4.288 1.137 1.174
H 0.020 -0.785 -3.798
H -1.449 -1.359 -3.281
O 2.586 -4.785 -2.406
H 2.866 -3.864 -2.268
H 2.126 -4.768 -3.257
N 5.367 -5.429 -2.533
H 5.622 -4.611 -3.089
H 5.653 -6.277 -3.023
H 5.840 -5.386 -1.625
H 4.322 -5.440 -2.387
Cl 2.879 4.904 1.761
Cs 4.177 -1.740 1.433
Br 0.924 5.434 -1.128
C 1.525 7.265 -1.347
C 2.564 7.383 -2.432
Br 4.303 6.746 -1.831
H 1.881 7.595 -0.374
H 0.631 7.827 -1.614
H 2.722 8.427 -2.700
H 2.312 6.816 -3.324
C -6.132 -0.691 0.001
O -4.913 -0.479 0.687
C -4.253 0.716 0.278
C -4.463 1.832 1.282
O -5.829 2.245 1.336
C -6.514 1.709 2.451
H -6.679 -1.479 0.519
H -6.752 0.211 -0.013
H -5.934 -1.017 -1.025
H -4.592 1.025 -0.716
H -3.184 0.489 0.214
H -3.893 2.707 0.962
H -4.108 1.529 2.272
H -6.211 2.235 3.364
H -6.330 0.638 2.567
H -7.583 1.865 2.298
Cl -2.173 4.855 0.907
C -2.430 -3.827 -2.259
O -1.499 -3.853 -1.379
O -2.837 -2.780 -2.856
O -3.062 -4.882 -2.625
Be -2.243 -5.247 0.095
C 3.160 -3.018 6.462
O 2.992 -3.152 5.136
H 2.312 -3.349 7.109
H 4.016 -3.573 6.921
H 3.337 -1.983 6.846
*
```



The following is a DFT calculation (the ωB97M-V functional and the def2-TZVPD basis) of a 2-piece molecular cluster, C19H37F3NO7 overall in a non-equilibrium geometry.

Results
E_HOMO	-3.6	eV

```
! wB97M-V def2-TZVPD RIJCOSX def2/J DEFGRID3
* xyz -1 1
C 2.911 1.469 1.728
C 1.883 0.526 1.099
N 2.430 -0.833 1.014
C 1.766 -1.743 0.141
C 2.457 -3.105 0.186
O 2.368 -3.669 1.482
C 3.519 -4.354 1.900
C 4.503 -3.453 2.657
O 1.630 -1.332 -1.193
C 2.815 -0.941 -1.891
C 2.662 0.459 -2.474
O 0.447 -1.956 0.627
C -0.594 -1.382 -0.091
O -0.829 -0.197 -0.058
C -1.455 -2.394 -0.787
C -2.201 -3.300 0.203
C -3.638 -2.877 0.548
C -3.969 -1.389 0.500
C -3.538 -0.634 1.771
O -2.967 0.619 1.535
C -3.918 1.605 1.172
H 2.495 1.943 2.609
H 3.789 0.921 2.062
H 3.224 2.238 1.031
H 1.008 0.477 1.738
H 1.529 0.897 0.143
H 3.428 -0.837 0.875
H 1.922 -3.765 -0.494
H 3.499 -3.006 -0.115
H 3.194 -5.141 2.574
H 4.032 -4.834 1.065
H 4.333 -2.416 2.392
H 4.341 -3.538 3.727
H 5.534 -3.732 2.465
H 3.703 -1.044 -1.272
H 2.933 -1.648 -2.710
H 1.609 0.709 -2.534
H 3.056 0.530 -3.483
H 3.142 1.236 -1.887
H -2.110 -1.888 -1.483
H -0.782 -3.020 -1.373
H -2.255 -4.289 -0.246
H -1.613 -3.434 1.106
H -4.355 -3.421 -0.061
H -3.831 -3.199 1.573
H -5.053 -1.313 0.431
H -3.575 -0.874 -0.371
H -2.838 -1.234 2.349
H -4.425 -0.493 2.401
H -3.391 2.546 1.020
H -4.652 1.718 1.977
H -4.450 1.343 0.254
C -0.293 2.989 -1.937
C -0.739 3.680 -0.652
O -0.844 5.083 -0.704
C -2.108 5.649 -1.213
O -3.190 5.088 -0.771
C -2.101 5.725 -2.772
F -0.879 6.017 -3.307
F -2.913 6.730 -3.178
F -2.540 4.628 -3.414
H 0.519 3.544 -2.414
H 0.050 1.983 -1.700
H -1.103 2.891 -2.654
H 0.028 3.483 0.108
H -1.665 3.239 -0.277
H -1.945 6.723 -0.948
*
```



Calculated total energy: -74814.6127; -225686.0137; -43226.2950; -25866.9103; -58941.0090; -239609.6935; -44277.2969 (eV)